Entry 1
5
Properties=species:S:1:pos:R:3:lowdin_charge:R:1 method="wB97M-V/def2-TZVPD" smiles=NO
N 0.49899 -0.38596 -0.30822 -0.113
O -0.86928 -0.38415 -0.21689 -0.218
H 0.66384 0.78874 -0.28754 0.147
H 0.68284 -0.60612 0.68161 0.060
H -0.97640 0.58749 0.13104 0.123

=====

Entry 2
5
Properties=species:S:1:pos:R:3:lowdin_charge:R:1 method="wB97M-V/def2-TZVPD" smiles=NO
N -0.21763 -0.23330 -0.60913 -0.064
O 0.99906 0.26476 -0.00036 -0.188
H -0.54109 -0.91833 0.08451 0.065
H -0.91188 0.50648 -0.45561 0.065
H 0.67155 0.38040 0.98059 0.123

=====

The structure with the least stability is entry 1.

=====

Entry 1
16
Properties=species:S:1:pos:R:3:lowdin_charge:R:1 method="wB97M-V/def2-TZVPD" smiles=CO[C@@H](C)CO
C 1.23956 1.62934 -0.44653 0.032
O 0.93344 0.22123 0.33524 -0.197
C 0.11067 -0.63706 -0.46101 -0.388
C -0.31978 -1.97277 0.18134 -0.042
C -1.12924 0.26258 -0.75399 -0.211
O -1.02654 1.43043 0.02614 -0.141
H 1.68495 1.21204 -1.33182 0.073
H 0.59798 2.48798 -0.78741 0.108
H 1.88011 2.02540 0.32350 0.080
H 0.67833 -0.89210 -1.37043 0.135
H 0.51317 -2.64065 0.42129 0.075
H -0.96416 -2.51932 -0.53057 0.088
H -0.91120 -1.82368 1.09080 0.083
H -1.18414 0.51502 -1.81958 0.122
H -2.05459 -0.21338 -0.43556 0.110
H -0.39732 1.12361 0.72303 0.073

=====

Entry 2
Density functional theory data (ωB97M-V/def2-TZVPD) for C4H10O2 as an isolated structure.

```
16
Properties=species:S:1:pos:R:3:lowdin_charge:R:1
C -0.36744 -1.88424 1.51860 -0.022
C 0.54121 -1.27415 0.32675 -0.230
C 0.00406 1.20043 0.43312 -0.086
C -0.17081 1.53108 -1.04917 -0.243
H -1.26357 -1.97726 1.31579 -0.072
H -0.54653 -1.05494 2.33435 0.102
H 0.42357 -2.90306 1.91871 0.171
H 0.01630 -1.29417 -0.46955 0.031
H 1.33081 -1.86477 0.42590 0.055
H 0.14331 1.72897 1.09002 -0.007
H -0.99447 0.91276 0.49341 0.108
H 0.98127 1.51774 -1.59645 0.189
H -0.89797 2.42267 -1.02678 0.140
H -0.64282 0.53224 -2.67237 0.054
O 0.97303 0.04230 0.62278 -0.133
O -0.79703 0.52534 -1.77138 -0.057
```

=====

The structure with the least stability is entry 2.

=====

Entry 1
16
Properties=species:S:1:pos:R:3:lowdin_charge:R:1 method="wB97M-V/def2-TZVPD" smiles="C=C(C)CO.O"
C 0.62874 -1.19052 -0.30114 0.029
C -0.27646 -0.45839 0.34871 -0.370
C -1.75993 -0.62186 0.14949 -0.062
C 0.17200 0.58900 1.35401 -0.245
O 1.51288 0.98402 1.21110 -0.067
H 0.34355 -1.94015 -1.03487 0.075
H 1.68850 -1.04325 -0.11023 0.078
H -1.97972 -1.16001 -0.77742 0.079
H -2.20345 -1.18644 0.97746 0.086
H -2.27159 0.34723 0.11275 0.080
H -0.51385 1.45241 1.31168 0.123
H 0.07900 0.16871 2.36406 0.132
H 1.62148 1.33553 0.31112 0.070
O 1.07076 1.29153 -1.88342 -0.060
H 0.41325 0.70734 -1.47938 0.000
H 1.47483 0.72485 -2.55393 0.051

=====

Entry 2
Density functional theory data (ωB97M-V/def2-TZVPD) for C4H10O2 as an isolated structure.

```
16
Properties=species:S:1:pos:R:3:lowdin_charge:R:1
C 1.48859 -0.65451 0.75290 -0.074
C 0.28340 0.02385 0.13306 -0.416
C 0.13691 0.09321 -1.27113 0.043
O -1.42108 -1.03095 -1.22590 -0.181
C -0.34928 1.15458 0.93252 -0.250
O -1.54039 1.63314 0.33839 -0.069
H 1.82968 -1.50021 0.14387 0.078
H 2.33695 0.03508 0.86849 0.079
H 1.24925 -1.04265 1.75028 0.076
H -0.74034 -0.87290 -0.17292 0.136
H 0.78132 -0.49130 -1.92426 0.107
H -0.39739 0.91530 -1.73636 0.103
H -1.36189 -1.90827 -1.64253 0.048
H -0.52055 0.81052 1.96645 0.119
H 0.31651 2.02622 0.99775 0.125
H -2.08193 0.86250 0.11021 0.078
```

=====

Entry 3
16
Properties=species:S:1:pos:R:3:lowdin_charge:R:1 method="wB97M-V/def2-TZVPD" smiles=CC[C@@H](O)CO
C 1.09240 1.02079 -1.77598 -0.108
C 0.66253 -0.31338 -1.01379 -0.106
C 0.39448 -0.53121 0.77619 -0.200
O 0.38902 0.88968 0.65807 -0.158
C -1.02235 -0.99799 1.26412 -0.208
O -1.56517 0.10953 1.99980 -0.086
H 1.25145 0.77895 -2.85035 0.073
H 0.36619 1.84845 -1.76103 0.064
H 2.04196 1.42291 -1.41244 0.064
H -0.33465 -0.57442 -1.37041 0.079
H 1.41232 -1.03866 -1.23485 0.056
H 1.04846 -0.74302 1.68307 0.141
H -0.52321 1.14104 0.78117 0.068
H -1.01694 -1.89320 1.91458 0.117
H -1.67013 -1.21448 0.40864 0.107
H -2.52637 0.09501 1.93321 0.096

=====

Entry 4
16
Properties=species:S:1:pos:R:3:lowdin_charge:R:1 method="wB97M-V/def2-TZVPD" smiles=CC(C)(O)CO
C -0.94742 1.17090 0.33277 -0.022
C -0.18741 -0.04268 -0.19020 -0.623
C -0.86570 -1.34936 0.21140 -0.030
O -0.09827 0.09280 -1.59728 -0.030
C 1.30505 -0.01994 0.35383 -0.212
O 1.99454 1.11742 -0.09051 -0.059
H -0.38671 2.07716 0.12033 0.084
H -1.90731 1.23296 -0.17443 0.088
H -1.10772 1.08689 1.40378 0.088
H -0.93166 -1.42744 1.29324 0.087
H -1.86705 -1.38308 -0.21309 0.089
H -0.30342 -2.20552 -0.16010 0.082
H 0.46930 -0.70087 -1.78343 0.122
H 1.28549 0.01811 1.44404 0.126
H 1.83451 -0.94048 0.05424 0.122
H 1.71378 1.27312 -1.00459 0.088

=====

The structure with the least stability is entry 3.

=====

Entry 1
16
Properties=species:S:1:pos:R:3:lowdin_charge:R:1 method="wB97M-V/def2-TZVPD" smiles="C=CCO.CO"
C 0.59523 -0.59325 1.38785 -0.039
C -0.54530 -0.48245 0.71697 -0.204
C -0.98318 -1.44029 -0.34811 -0.278
O -1.90896 -0.83539 -1.23629 -0.074
H 1.37924 -1.27233 1.05454 0.072
H 0.79871 0.00897 2.26557 0.058
H -1.29080 0.26594 0.99211 0.118
H -1.46771 -2.26484 0.19593 0.120
H -0.11557 -1.84661 -0.88784 0.124
H -2.27759 -1.54152 -1.78285 0.089
C 1.27214 1.75885 -0.21517 -0.166
O 0.40101 0.98297 -1.02360 -0.147
H 2.19681 1.18267 -0.06854 0.085
H 1.51699 2.68306 -0.74160 0.075
H 0.90621 2.01550 0.79661 0.078
H -0.47722 1.37873 -1.10557 0.088

=====

Entry 2
16
Properties=species:S:1:pos:R:3:lowdin_charge:R:1 method="wB97M-V/def2-TZVPD" smiles="C/C=C(/C)O.O"
C 1.35069 -1.31604 0.30803 -0.103
C 1.29955 0.17165 0.38863 -0.114
C 0.15638 0.88026 0.41678 -0.351
C -0.21550 2.28818 0.04497 -0.033
O -0.99967 0.08656 0.59622 -0.043
H 1.61528 -1.63658 -0.70624 0.081
H 0.38410 -1.77439 0.53105 0.059
H 2.04546 -1.79080 1.00405 0.071
H 2.25139 0.69282 0.58495 0.112
H -0.52743 2.77221 0.98614 0.088
H -1.15602 2.26193 -0.51135 0.082
H 0.47853 2.84503 -0.57731 0.084
H -1.76326 0.62992 0.84377 0.104
O -1.83304 -1.96111 -1.66423 -0.069
H -1.41138 -2.77298 -1.33290 0.039
H -1.67508 -1.37667 -0.91255 -0.006

=====

Entry 3
Density functional theory data (ωB97M-V/def2-TZVPD) for a 2-piece molecular cluster, C4H10O2 overall.

```
16
Properties=species:S:1:pos:R:3:lowdin_charge:R:1
C 1.33869 1.05723 0.02999 -0.134
O 1.26258 -0.35455 0.17626 -0.175
C 0.16067 -0.68653 -0.60459 -0.498
C -0.27043 -2.13382 -0.37504 -0.032
C -0.90713 0.28838 -0.16534 0.099
O -0.95887 2.23468 -0.72648 -0.085
H 1.86213 1.47480 0.89676 0.062
H 1.87984 1.31211 -0.89855 0.070
H 0.00074 1.97580 -0.37442 0.009
H 0.37255 -0.53881 -1.68032 0.151
H 0.53999 -2.80719 -0.66934 0.085
H -1.15717 -2.37838 -0.96930 0.083
H -0.49042 -2.30300 0.68396 0.086
H -1.87352 0.20526 -0.66072 0.098
H -0.96429 0.38918 0.91550 0.110
H -1.39854 2.71312 -0.00257 0.073
```

=====

The structure with the least stability is entry 3.

=====

Entry 1
Density functional theory data (ωB97M-V/def2-TZVPD) for a single C6H13N molecule.

```
20
Properties=species:S:1:pos:R:3:lowdin_charge:R:1
C -0.85840 2.46328 1.15060 -0.118
C -0.50409 1.48151 0.03530 -0.258
C -0.62266 0.03945 0.51044 -0.237
N -0.61004 -0.93089 -0.60022 -0.228
C -0.40491 -2.31954 -0.09528 -0.104
C 0.38019 -1.08813 -1.57842 -0.042
C 1.81958 -0.72698 -1.27140 -0.154
H -0.24658 2.28619 2.04305 0.073
H -1.90970 2.35996 1.44524 0.073
H -0.69920 3.49946 0.83686 0.070
H -1.15922 1.64397 -0.83069 0.116
H 0.52184 1.65798 -0.30754 0.097
H -1.59938 -0.08680 1.01017 0.126
H 0.15174 -0.17535 1.26372 0.118
H -0.90412 -3.06150 -0.71099 0.087
H -0.74571 -2.38670 0.94145 0.095
H 0.67749 -2.53304 -0.04840 0.074
H 2.37982 -1.68585 -1.26191 0.081
H 2.21052 -0.24735 -2.17063 0.067
H 2.12283 -0.18968 -0.36136 0.063
```

=====

Entry 2
20
Properties=species:S:1:pos:R:3:lowdin_charge:R:1 method="wB97M-V/def2-TZVPD" smiles=C[C@H]1N(C)C1(C)C
C -1.42052 1.79693 0.47751 -0.053
C -0.65984 0.49509 0.68575 -0.271
N -0.76813 -0.44078 -0.41879 -0.081
C -1.07672 -1.83116 -0.17164 -0.099
C 0.55928 0.05421 -0.08158 -0.483
C 1.60327 -0.92288 0.46933 -0.041
C 1.18233 0.96767 -1.11638 -0.036
H -2.47816 1.64229 0.72925 0.075
H -1.05485 2.62927 1.08942 0.073
H -1.39312 2.09994 -0.57298 0.067
H -0.74522 0.09357 1.70125 0.142
H -0.80567 -2.40362 -1.06493 0.085
H -0.54684 -2.26395 0.68777 0.067
H -2.15159 -1.94499 -0.00490 0.083
H 2.48345 -0.38300 0.83219 0.081
H 1.28768 -1.59894 1.27031 0.067
H 1.94181 -1.55945 -0.36172 0.087
H 0.41667 1.49688 -1.68592 0.072
H 1.77763 0.37387 -1.82030 0.080
H 1.84854 1.69904 -0.64365 0.085

=====

The structure with the least stability is entry 1.

=====

Entry 1
20
Properties=species:S:1:pos:R:3:lowdin_charge:R:1 method="wB97M-V/def2-TZVPD" smiles=C[C@H]1N(C)C1(C)C
C -1.37701 1.75410 0.55270 -0.050
C -0.66525 0.42643 0.62626 -0.296
N -0.75002 -0.47502 -0.50360 -0.064
C -1.08730 -1.87350 -0.31310 -0.089
C 0.56222 0.05730 -0.13997 -0.491
C 1.58566 -0.78615 0.59988 -0.043
C 1.16658 0.95001 -1.20482 -0.028
H -2.43984 1.63342 0.78889 0.075
H -0.94796 2.46010 1.27330 0.078
H -1.30612 2.19251 -0.44602 0.067
H -0.71410 -0.03998 1.61570 0.142
H -1.18525 -2.35458 -1.29047 0.077
H -0.35132 -2.44452 0.26636 0.067
H -2.05155 -1.95832 0.19596 0.083
H 2.27760 -0.11829 1.12551 0.086
H 1.12952 -1.43293 1.35505 0.069
H 2.17609 -1.41163 -0.08056 0.086
H 0.44663 1.68620 -1.56922 0.068
H 1.47338 0.33815 -2.06160 0.085
H 2.05112 1.47985 -0.83518 0.080

=====

Entry 2
20
Properties=species:S:1:pos:R:3:lowdin_charge:R:1 method="wB97M-V/def2-TZVPD" smiles="C=C(CCC)NC"
C -0.01803 -0.53169 -2.24983 0.040
C 0.27324 -0.19020 -0.98442 -0.391
C -0.70266 0.58060 -0.14707 -0.170
C -0.82181 0.27963 1.37958 -0.240
C -2.06773 -0.56946 1.66763 -0.124
N 1.49279 -0.61358 -0.34581 -0.048
C 2.50213 0.45083 -0.23624 -0.118
H 0.62033 -0.73477 -3.10950 0.060
H -1.06795 -0.49310 -2.50226 0.047
H -1.66848 0.35582 -0.61243 0.100
H -0.57422 1.67674 -0.23006 0.120
H 0.09459 -0.15136 1.81178 0.102
H -1.02115 1.25307 1.82821 0.094
H -2.95900 -0.10487 1.25191 0.067
H -2.22886 -0.59746 2.74871 0.063
H -2.05441 -1.62832 1.39302 0.074
H 1.82564 -1.21002 -1.10338 0.094
H 2.19485 1.19579 0.50375 0.076
H 3.46063 0.02067 0.08931 0.078
H 2.72010 1.01168 -1.15289 0.078

=====

Entry 3
20
Properties=species:S:1:pos:R:3:lowdin_charge:R:1 method="wB97M-V/def2-TZVPD" smiles="CC/C(C)=C(/C)N"
C 0.71013 2.29919 0.35077 -0.092
C 1.02635 0.87479 0.85814 -0.228
C -0.08553 -0.09280 0.53937 -0.288
C -1.12914 -0.19158 1.60940 -0.063
C -0.14295 -0.66020 -0.68062 -0.341
C -1.30961 -1.55041 -1.08302 -0.026
N 0.94239 -0.73879 -1.54584 0.089
H -0.35290 2.50975 0.48035 0.067
H 1.34835 3.04415 0.81892 0.066
H 0.81268 2.30769 -0.73491 0.069
H 1.37075 0.91928 1.87915 0.099
H 1.95041 0.59950 0.33533 0.084
H -1.59834 0.77115 1.80810 0.077
H -0.63616 -0.41886 2.56628 0.079
H -1.81211 -1.02839 1.49663 0.060
H -1.93716 -0.97208 -1.71759 0.069
H -1.88418 -1.90092 -0.24705 0.056
H -0.92720 -2.36042 -1.70492 0.074
H 1.83826 -0.53074 -1.14562 0.071
H 0.94646 -1.34572 -2.33995 0.078

=====

The structure with the least stability is entry 2.